Record 1
{"formula": "C25H44IN5O2SbV", "method": "ωB97M-V/def2-TZVPD", "s2": 0.80, "spin_multiplicity": 2, "fmax_ev_per_a": 3.14, "charge": 1, "orbital_gap_ev": [5.9, 6.7], "homo_ev": [-9.45, -9.75], "species": ["V", "C", "C", "C", "C", "C", "C", "C", "C", "C", "C", "C", "C", "N", "H", "H", "H", "H", "H", "H", "H", "H", "H", "H", "H", "H", "H", "H", "H", "H", "H", "C", "N", "C", "C", "C", "O", "H", "H", "H", "H", "H", "H", "H", "H", "H", "O", "N", "I", "C", "C", "N", "N", "C", "H", "H", "H", "C", "C", "Sb", "C", "C", "C", "C", "H", "H", "H", "H", "H", "H", "H", "H", "H", "H", "H", "H", "H", "H", "H"], "positions_angstrom": [[-0.792, 0.517, 0.317], [-2.259, -1.926, 0.867], [-1.938, -1.970, 2.410], [-2.895, -1.040, 3.166], [-0.491, -1.743, 2.779], [0.269, -2.809, 3.235], [1.553, -2.631, 3.724], [2.066, -1.341, 3.859], [1.373, -0.237, 3.414], [1.880, 1.157, 3.763], [2.435, 1.942, 2.560], [0.814, 1.966, 4.520], [0.120, -0.442, 2.720], [-0.460, 0.542, 2.028], [-3.628, -3.327, 1.009], [-1.511, -2.553, 0.359], [-3.190, -0.237, 0.369], [-2.166, -3.002, 2.701], [-2.701, 0.000, 2.915], [-2.767, -1.172, 4.241], [-3.927, -1.275, 2.908], [-0.171, -3.801, 3.245], [2.122, -3.483, 4.074], [3.013, -1.205, 4.373], [2.710, 1.011, 4.459], [1.806, 1.809, 1.686], [3.441, 1.600, 2.314], [2.496, 3.007, 2.800], [-0.041, 2.175, 3.880], [1.239, 2.911, 4.864], [0.453, 1.416, 5.390], [1.370, -2.906, -0.601], [2.533, -2.124, -0.208], [3.780, -2.858, -0.039], [2.463, -0.796, -0.048], [3.760, -0.070, 0.170], [1.397, -0.157, -0.135], [1.110, -3.616, 0.182], [1.587, -3.446, -1.524], [0.533, -2.240, -0.769], [3.565, -3.920, -0.111], [4.229, -2.665, 0.934], [4.506, -2.606, -0.815], [4.439, -0.254, -0.664], [4.251, -0.406, 1.084], [3.558, 0.993, 0.244], [-3.550, -2.447, 0.629], [-2.244, -0.605, 0.320], [-4.628, 5.003, -1.140], [-3.145, 3.863, -0.243], [-2.175, 4.297, 0.633], [-1.421, 3.224, 0.933], [-1.861, 2.118, 0.312], [-2.913, 2.495, -0.412], [-1.990, 5.274, 1.047], [-0.679, 3.143, 1.613], [-3.470, 1.790, -1.008], [-0.305, 2.666, -4.760], [-0.889, 2.513, -3.360], [-0.567, 0.573, -2.414], [-2.111, -0.630, -3.358], [-2.633, -0.122, -4.697], [1.213, -0.116, -3.458], [0.965, -0.752, -4.821], [-0.488, 3.676, -5.133], [-0.760, 1.969, -5.463], [0.773, 2.506, -4.765], [-1.968, 2.677, -3.370], [-0.454, 3.250, -2.682], [-2.915, -0.692, -2.623], [-1.691, -1.633, -3.458], [-3.028, 0.891, -4.618], [-3.444, -0.764, -5.045], [-1.858, -0.129, -5.463], [1.697, -0.824, -2.784], [1.869, 0.752, -3.544], [0.309, -1.619, -4.745], [1.908, -1.091, -5.255], [0.518, -0.044, -5.518]], "forces_ev_per_a": [[1.375, -1.528, 2.372], [0.349, -0.476, 0.868], [-0.214, 0.274, -0.333], [0.066, -0.213, -0.051], [0.361, 0.718, -0.362], [0.237, -0.156, 0.193], [-0.007, -0.051, -0.007], [-0.036, -0.354, 0.064], [-0.758, 0.248, -0.312], [-0.145, 0.059, -0.194], [0.039, -0.056, 0.362], [0.172, -0.121, -0.079], [1.049, -1.709, 1.287], [0.109, 1.498, -1.624], [0.070, -0.023, 0.050], [-0.010, 0.085, -0.016], [0.088, 0.096, 0.033], [0.040, -0.009, 0.019], [0.044, 0.077, 0.041], [-0.016, 0.054, -0.015], [-0.031, 0.004, 0.025], [0.000, 0.004, -0.007], [-0.008, 0.013, 0.022], [0.012, 0.049, -0.034], [0.008, -0.031, 0.005], [-0.106, 0.034, -0.131], [-0.048, 0.049, 0.009], [0.040, -0.004, -0.018], [-0.086, 0.019, -0.028], [-0.014, 0.006, 0.006], [0.003, 0.007, -0.013], [0.050, 0.069, 0.053], [-0.254, 0.127, -0.029], [0.205, 0.042, -0.019], [0.165, -0.164, 0.027], [-0.016, 0.078, -0.031], [-0.853, 0.128, 0.218], [-0.029, -0.044, 0.061], [0.005, -0.007, 0.029], [-0.111, 0.047, -0.024], [-0.025, -0.001, 0.026], [-0.058, -0.020, 0.002], [-0.031, -0.012, -0.005], [0.016, -0.030, 0.014], [-0.021, 0.001, -0.006], [0.012, -0.071, -0.051], [-0.138, 0.181, -0.232], [-0.668, -0.721, -0.900], [0.246, -0.214, 0.164], [-0.494, -0.003, -0.289], [0.246, -0.390, 0.012], [-0.129, 0.427, 0.312], [-0.867, 1.630, -0.447], [-0.184, 0.433, -0.102], [0.083, -0.030, 0.044], [0.055, -0.161, 0.105], [0.099, -0.040, -0.049], [-0.063, 0.059, 0.026], [0.103, -0.371, 0.047], [0.151, 0.181, -1.477], [0.186, 0.259, 0.100], [0.022, -0.058, 0.039], [-0.316, 0.085, 0.132], [0.036, 0.043, 0.047], [0.027, -0.015, -0.031], [0.034, 0.015, -0.009], [-0.007, -0.016, -0.032], [-0.009, 0.016, 0.046], [-0.044, -0.007, 0.041], [0.045, -0.052, 0.045], [-0.011, -0.014, 0.069], [0.009, 0.003, -0.040], [-0.003, 0.029, -0.023], [-0.028, 0.027, -0.004], [0.005, 0.041, 0.029], [0.009, -0.005, 0.062], [-0.017, 0.009, -0.043], [-0.020, -0.009, -0.019], [0.000, -0.042, -0.016]]}

Record 2
{"formula": "C8H12N2O3PS", "method": "ωB97M-V/def2-TZVPD", "fmax_ev_per_a": 6.60, "charge": -1, "orbital_gap_ev": 8.9, "homo_ev": -5.84, "species": ["C", "C", "C", "C", "C", "C", "C", "C", "N", "N", "O", "O", "O", "P", "S", "H", "H", "H", "H", "H", "H", "H", "H", "H", "H", "H", "H"], "positions_angstrom": [[-2.498, 2.709, 0.054], [3.826, 1.327, -0.182], [0.300, -2.719, 0.676], [-2.082, 1.444, -0.339], [2.394, 1.353, -0.479], [-0.529, 1.230, -0.209], [1.864, -0.028, -0.255], [-0.462, -1.434, 0.570], [-2.693, 3.803, 0.403], [4.920, 1.350, 0.202], [-2.422, -3.122, -0.221], [-2.151, -1.012, -1.437], [-2.947, -1.038, 0.893], [0.147, -0.308, -0.971], [-2.156, -1.713, -0.114], [0.590, -3.141, -0.328], [1.247, -2.498, 1.065], [-0.125, -3.443, 1.294], [-2.449, 1.309, -1.319], [-2.418, 0.681, 0.403], [2.206, 1.658, -1.501], [1.903, 2.051, 0.121], [-0.180, 1.208, 0.900], [-0.102, 2.219, -0.661], [1.837, -0.255, 0.834], [2.475, -0.781, -0.784], [-0.496, -0.852, 1.387]], "forces_ev_per_a": [[-0.090, 4.080, 1.693], [1.227, 0.891, 0.773], [1.015, 0.550, -2.281], [1.705, -2.363, 1.665], [1.249, -1.088, -1.156], [0.309, 2.873, 0.246], [-0.688, -1.316, 0.501], [-0.358, -1.698, -6.366], [-0.066, -1.463, -0.544], [-1.083, -0.203, -0.639], [0.209, -0.691, -0.099], [-0.085, -0.880, 1.262], [-0.995, 0.336, 0.608], [0.170, -0.519, 1.593], [0.273, 0.439, -0.425], [-0.918, 0.180, 0.842], [1.649, 0.371, 1.006], [-1.026, -1.210, 0.783], [-0.251, -0.904, -1.017], [-0.922, 0.612, -1.000], [0.224, 0.131, -0.428], [-0.555, 1.195, 1.171], [-0.897, 0.318, -1.645], [-0.167, -1.907, 0.600], [0.294, 0.080, -0.630], [0.034, 0.318, 0.481], [-0.258, 1.866, 3.007]]}

Record 3
{"formula": "CH10O3", "method": "ωB97M-V/def2-TZVPD", "fmax_ev_per_a": 6.32, "orbital_gap_ev": 11.3, "smiles": "C.O.O.O", "homo_ev": -10.86, "species": ["C", "H", "H", "H", "H", "O", "H", "H", "O", "H", "H", "O", "H", "H"], "positions_angstrom": [[-1.135, -1.860, -1.470], [-1.350, -2.343, -0.347], [-2.122, -1.728, -1.968], [-0.599, -2.506, -2.028], [-0.602, -0.949, -1.308], [0.332, 0.948, 1.524], [1.031, 1.589, 1.178], [0.469, 0.274, 0.871], [2.844, 0.530, 0.440], [3.709, 0.536, 0.749], [2.367, -0.106, 1.004], [-1.896, 1.635, 0.358], [-1.790, 2.533, 0.058], [-1.259, 1.445, 0.936]], "forces_ev_per_a": [[-3.329, 0.107, 4.286], [0.565, 1.165, -3.053], [0.735, 0.267, 0.538], [1.947, -2.238, -1.655], [0.088, 0.722, -0.106], [1.940, 1.575, -0.144], [-1.242, -0.845, 0.966], [-0.487, -0.917, -0.567], [-2.687, -0.415, -0.590], [2.461, 0.015, 0.836], [0.571, 0.351, -0.219], [-4.834, 0.879, -3.977], [0.116, 0.282, 0.013], [4.156, -0.948, 3.673]]}

Record 4
{"formula": "C5H10N", "method": "ωB97M-V/def2-TZVPD", "fmax_ev_per_a": 3.39, "charge": 1, "orbital_gap_ev": 12.5, "smiles": "C[C@@]12CC[C@@H]1[NH2+]2", "homo_ev": -15.75, "species": ["C", "C", "C", "C", "C", "N", "H", "H", "H", "H", "H", "H", "H", "H", "H", "H"], "positions_angstrom": [[1.587, 0.819, -0.661], [0.271, 0.259, -0.320], [-0.754, 0.918, 0.530], [-1.704, -0.242, 0.175], [-0.549, -0.886, -0.592], [0.424, -1.258, 0.467], [1.849, 0.911, -1.715], [2.268, 0.088, -0.277], [1.762, 1.765, -0.143], [-1.227, 1.829, 0.169], [-0.440, 0.953, 1.600], [-2.188, -0.824, 1.023], [-2.457, 0.208, -0.549], [-0.496, -1.547, -1.515], [0.217, -1.295, 1.475], [1.437, -1.699, 0.333]], "forces_ev_per_a": [[0.625, 0.033, -0.583], [1.458, 0.687, 1.441], [-0.587, -0.177, 1.641], [-2.089, -0.283, -0.305], [-0.349, -2.613, -1.834], [3.194, -0.065, 0.533], [-0.451, 0.118, -0.074], [1.012, 0.008, 0.151], [-0.128, -0.174, -0.133], [0.779, 0.326, 0.133], [-0.351, 0.567, -0.794], [0.507, 0.623, -1.346], [0.647, -1.165, 0.977], [-0.518, 0.826, 1.396], [-0.593, 0.116, -0.810], [-3.157, 1.173, -0.394]]}

Record 5
{"formula": "H29O14", "method": "ωB97M-V/def2-TZVPD", "fmax_ev_per_a": 1.89, "charge": 1, "orbital_gap_ev": 11.0, "homo_ev": -14.13, "species": ["O", "H", "O", "H", "H", "O", "H", "H", "O", "H", "H", "O", "H", "H", "O", "H", "H", "O", "H", "H", "O", "H", "H", "O", "H", "H", "O", "H", "H", "O", "H", "H", "O", "H", "H", "O", "H", "H", "O", "H", "H", "H", "H"], "positions_angstrom": [[2.177, -0.931, 2.699], [-3.290, 0.392, 0.474], [-2.803, 1.207, -2.653], [3.318, 1.304, -3.103], [0.010, -1.724, 0.282], [0.526, 3.412, 1.106], [-2.908, -3.673, 2.427], [-0.124, 3.028, 1.706], [4.006, 0.963, -2.515], [1.570, 0.881, 3.755], [4.063, 0.062, -2.858], [-0.401, 0.527, -4.393], [-0.050, 0.974, -5.172], [-1.256, 0.198, -4.680], [-1.437, 2.554, 3.136], [0.556, -0.418, 0.947], [-2.113, -2.318, 2.264], [-2.228, -2.720, -1.224], [-3.140, -2.974, -1.410], [-3.232, 0.833, -3.424], [-2.492, -0.050, 0.181], [-2.602, -0.845, -0.348], [-0.697, -0.187, 0.196], [1.188, 1.600, 4.268], [2.480, -1.531, 2.004], [2.826, -1.137, 3.380], [1.687, -0.583, -1.183], [0.016, 2.246, -0.079], [1.451, 3.302, 1.331], [-2.227, -3.211, 1.936], [-0.904, 1.758, 3.192], [2.361, -2.424, -1.419], [3.123, -2.728, -0.921], [1.069, 2.401, 3.754], [3.374, -1.968, -0.394], [-0.112, 1.398, -0.571], [-2.223, 0.562, -2.247], [-0.766, 1.649, -1.239], [-0.255, -0.932, 0.782], [2.436, 0.033, -1.057], [-2.251, 2.515, 3.638], [1.089, 0.139, -1.477], [-1.817, -3.583, -1.091]], "forces_ev_per_a": [[0.252, -0.300, -0.407], [-0.341, -0.299, -0.431], [-0.156, 0.649, 0.373], [0.140, 0.442, 0.123], [-0.074, 0.035, -0.314], [-0.457, 0.104, -1.152], [-0.070, 0.268, 0.314], [0.289, 0.311, 0.782], [-0.672, -0.383, -0.235], [0.080, 0.388, -0.361], [0.438, -0.143, 0.191], [0.160, -0.021, 0.009], [0.039, 0.005, 0.041], [-0.011, -0.017, -0.042], [0.551, 0.608, -1.055], [0.768, -0.468, 0.413], [-0.370, -0.005, 0.379], [-0.138, -0.098, -0.162], [-0.043, 0.200, -0.015], [0.118, -0.233, 0.030], [0.933, 0.358, 0.087], [-0.976, -0.334, 0.111], [-0.501, -0.669, 0.342], [-0.423, -0.361, 0.444], [-0.162, 0.041, -0.096], [-0.069, 0.201, 0.402], [-0.269, 1.874, -0.025], [0.466, -0.142, 0.123], [-0.095, -0.197, 0.560], [0.474, -0.228, -0.699], [-0.485, -0.375, 0.899], [0.062, 0.147, -0.116], [0.177, -0.649, 0.259], [0.334, -0.037, -0.203], [0.162, 0.065, -0.078], [-0.515, 0.253, -0.285], [-0.184, -0.462, -0.327], [-0.008, -0.078, -0.056], [0.146, 1.246, -0.144], [0.515, -0.688, -0.092], [0.064, -0.420, 0.225], [-0.329, -0.724, 0.023], [0.181, 0.134, 0.162]]}

Record 6
{"formula": "CH5N2O", "method": "ωB97M-V/def2-TZVPD", "fmax_ev_per_a": 3.82, "charge": 1, "orbital_gap_ev": [7.8, 7.8], "homo_ev": [-14.00, -13.99], "species": ["C", "N", "N", "O", "H", "H", "H", "H", "H"], "positions_angstrom": [[-0.967, -0.033, 0.676], [0.268, 0.616, -2.631], [0.282, -0.056, 1.408], [0.221, 0.486, -1.411], [-1.319, -1.022, 0.294], [-0.476, 0.124, -3.353], [1.169, 0.010, 0.902], [0.482, -0.860, 2.131], [0.338, 0.734, 1.983]], "forces_ev_per_a": [[-1.201, 0.086, -1.151], [0.119, -0.026, 0.708], [1.346, -3.065, 1.830], [-0.877, -0.549, -2.941], [0.903, 0.309, 0.453], [0.751, 0.454, 2.715], [-0.035, -0.237, -1.049], [-0.718, 0.961, -1.693], [-0.289, 2.067, 1.129]]}

Number 1 is which compound? C25H44IN5O2SbV